Formula: C47H58FN13O8
Source: the Open Molecules 2025 dataset
Level of theory: wB97M-V/def2-TZVPD

Each line ends with the Löwdin charge.
CARTESIAN COORDINATES (ANGSTROEM)
C 1.008 -5.810 1.687  -0.063
C 1.141 -4.279 1.758  -0.239
N 0.777 -3.634 0.458  0.050
C 0.378 -2.308 0.750  -0.154
C 1.393 -1.378 0.971  -0.048
C 2.845 -1.798 0.833  -0.114
O 3.421 -1.104 -0.285  -0.044
C 3.193 -1.753 -1.480  -0.215
C 1.972 -1.620 -2.102  0.024
C 1.652 -2.207 -3.311  -0.271
C 0.276 -1.988 -3.885  -0.055
C 2.630 -2.963 -3.929  -0.043
C 3.879 -3.098 -3.332  -0.032
C 4.197 -2.518 -2.110  -0.096
C 5.609 -2.686 -1.520  -0.331
C 6.407 -3.790 -2.242  -0.084
C 5.621 -3.012 -0.014  -0.062
C 1.128 -0.057 1.279  -0.160
F 2.172 0.740 1.477  0.135
C -0.179 0.380 1.367  -0.006
C -1.218 -0.543 1.139  -0.014
C -0.969 -1.879 0.823  -0.032
C -2.088 -2.856 0.536  -0.042
C -2.590 -3.596 1.762  -0.394
O -1.859 -4.121 2.546  0.169
O -3.964 -3.654 1.922  -0.022
C -4.571 -4.439 0.943  -0.515
C -4.839 -3.913 -0.439  0.013
O -4.921 -5.543 1.235  0.151
C -2.609 -0.016 1.260  -0.236
O -3.592 -0.720 1.349  0.117
C -2.857 1.463 1.323  -0.180
N -4.177 1.873 1.204  0.169
C -1.848 2.324 1.518  -0.249
O -2.027 3.683 1.566  -0.045
N -1.715 4.262 2.876  0.065
O -2.123 3.624 3.747  0.118
C -0.473 1.814 1.663  -0.271
O 0.416 2.579 1.990  0.100
H 0.730 -6.197 2.664  0.077
H 0.241 -6.081 0.958  0.065
H 1.960 -6.225 1.354  0.070
H 0.505 -3.911 2.565  0.099
H 2.167 -4.052 2.057  0.103
H 0.009 -4.197 0.106  0.042
H 3.392 -1.567 1.748  0.143
H 2.938 -2.857 0.639  0.087
H 1.230 -1.001 -1.603  0.125
H -0.501 -2.162 -3.139  0.058
H 0.163 -0.983 -4.291  0.074
H 0.123 -2.711 -4.690  0.062
H 2.392 -3.420 -4.884  0.107
H 4.599 -3.679 -3.889  0.096
H 6.131 -1.733 -1.656  0.125
H 5.780 -4.687 -2.261  0.086
H 6.491 -3.489 -3.288  0.071
H 7.382 -3.983 -1.807  0.075
H 6.541 -3.559 0.208  0.075
H 5.621 -2.136 0.633  0.073
H 4.802 -3.661 0.297  0.075
H -2.882 -2.322 0.028  0.103
H -1.752 -3.605 -0.178  0.066
H -3.940 -3.978 -1.059  0.077
H -5.614 -4.486 -0.939  0.092
H -5.119 -2.858 -0.440  0.086
H -4.224 2.868 1.017  0.105
H -4.612 1.361 0.443  0.114
C -0.448 -5.994 -3.983  -0.043
C -0.778 -5.435 -2.679  -0.210
N -1.038 -4.991 -1.654  0.180
H -1.241 -6.666 -4.307  0.088
H -0.340 -5.192 -4.710  0.075
H 0.487 -6.548 -3.920  0.091
C -8.537 -2.409 2.575  -0.048
C -7.103 -2.637 2.433  -0.182
N -5.969 -2.793 2.317  0.206
H -8.768 -1.380 2.305  0.063
H -9.100 -3.083 1.931  0.086
H -8.832 -2.580 3.609  0.090
C -7.337 1.564 3.322  -0.082
C -8.786 1.388 3.383  -0.285
N -9.920 1.212 3.412  0.125
H -6.852 0.593 3.233  0.067
H -7.079 2.171 2.456  0.072
H -6.978 2.055 4.223  0.056
C -1.069 2.151 -1.570  -0.067
C -1.671 1.052 -2.320  -0.253
N -2.144 0.180 -2.900  0.139
H -0.007 1.954 -1.423  0.098
H -1.184 3.089 -2.112  0.031
H -1.553 2.241 -0.600  0.048
C 0.503 5.373 0.490  -0.043
C -0.220 5.158 -0.759  -0.253
N -0.787 4.975 -1.742  0.144
H 0.892 4.425 0.862  0.064
H 1.330 6.062 0.322  0.083
H -0.167 5.796 1.236  0.079
C -1.671 8.457 -1.607  -0.081
C -1.935 9.471 -0.590  -0.284
N -2.143 10.266 0.211  0.124
H -1.163 7.609 -1.160  0.038
H -2.610 8.122 -2.044  0.083
H -1.043 8.875 -2.390  0.063
C 2.123 8.140 -3.897  -0.065
C 1.905 8.668 -2.553  -0.286
N 1.740 9.084 -1.495  0.142
H 1.275 7.526 -4.195  0.082
H 2.235 8.961 -4.602  0.084
H 3.025 7.532 -3.913  0.081
C 8.355 0.934 -0.205  -0.102
C 8.774 -0.179 -1.055  -0.280
N 9.106 -1.054 -1.722  0.129
H 8.211 0.585 0.815  0.083
H 9.112 1.710 -0.208  0.053
H 7.419 1.347 -0.573  0.068
C 6.263 5.002 -0.222  -0.062
C 7.338 4.239 0.403  -0.255
N 8.184 3.638 0.895  0.146
H 6.657 5.580 -1.055  0.083
H 5.495 4.324 -0.590  0.081
H 5.820 5.680 0.505  0.084
C -3.583 0.374 5.061  -0.046
C -4.858 0.664 5.713  -0.267
N -5.866 0.891 6.214  0.139
H -3.028 1.299 4.909  0.066
H -2.995 -0.298 5.682  0.089
H -3.764 -0.099 4.095  0.070

Atomic forces in eV per Å
0.20 0.70 -0.39
0.13 -0.70 0.39
-0.36 -0.05 1.31
-0.16 0.40 -0.42
0.84 -0.77 0.17
-0.37 0.34 -0.41
0.43 0.03 0.32
0.48 -0.52 -0.79
-0.47 0.68 0.62
-0.23 0.07 0.05
0.30 -0.57 -0.23
-0.29 0.19 0.11
-0.33 -0.12 -0.45
0.57 0.04 0.46
-0.05 -0.26 0.36
-1.13 0.57 -0.66
0.33 -0.07 0.20
-0.31 -0.59 0.02
-0.04 0.12 0.01
-0.47 0.77 0.06
-0.05 0.22 -0.08
0.06 -0.31 0.06
0.06 0.45 -0.36
-0.20 -0.02 -0.18
-0.03 0.27 0.25
2.56 -0.88 -1.05
-0.91 -0.99 -0.09
0.40 0.98 -0.31
0.14 0.09 0.22
-0.24 -0.21 0.11
0.07 -0.02 -0.06
-0.35 0.59 0.00
0.58 -0.18 -0.58
0.00 -0.80 0.56
0.37 -0.36 -0.64
-0.54 0.31 0.69
0.46 0.00 -0.11
0.58 -0.03 0.21
-0.15 0.21 0.04
0.08 -0.14 -0.05
-0.06 -0.14 0.15
-0.13 -0.27 0.05
-0.10 0.05 -0.16
0.00 0.22 -0.24
0.04 0.34 -0.22
0.18 0.26 -0.21
-0.22 -0.12 0.09
0.00 -0.04 -0.10
0.01 0.16 0.01
-0.09 -0.01 0.03
-0.13 0.18 -0.09
0.25 -0.09 0.00
0.14 0.02 0.21
0.04 -0.06 -0.01
0.33 -0.20 0.23
0.54 -0.15 0.03
-0.01 0.12 0.02
-0.03 0.07 0.05
-0.15 0.08 -0.12
-0.05 -0.06 -0.16
-0.13 -0.07 0.20
0.09 -0.07 0.14
0.01 -0.14 0.10
-0.02 -0.20 0.30
0.01 -0.05 0.20
-0.08 0.04 0.13
-0.41 -0.16 0.34
0.01 -0.01 0.01
0.02 0.04 -0.01
-0.01 -0.19 -0.20
0.00 0.00 0.01
0.01 0.01 0.01
0.01 0.01 0.01
0.05 0.02 0.06
-0.04 0.00 -0.03
-2.10 0.92 0.41
-0.09 -0.01 0.04
0.05 -0.01 -0.02
-0.03 0.04 0.00
-0.10 0.11 -0.09
0.07 -0.10 0.00
0.04 0.01 -0.02
0.03 0.01 0.02
0.00 -0.02 -0.02
-0.03 -0.05 0.04
-0.07 -0.32 -0.46
0.08 -0.06 0.16
-0.07 0.01 0.06
0.02 0.01 -0.01
-0.03 -0.37 0.01
0.06 0.06 -0.38
0.11 0.07 -0.12
0.05 0.05 0.06
0.20 0.65 0.18
-0.09 0.04 0.02
-0.04 0.06 -0.04
0.01 -0.02 0.00
-0.13 0.13 0.04
0.05 0.02 -0.02
-0.02 -0.04 -0.02
0.01 -0.02 -0.04
0.01 -0.04 0.01
0.03 0.02 0.03
-0.05 0.03 0.05
0.05 0.01 0.02
-0.02 -0.11 -0.06
0.01 -0.01 0.00
0.00 0.00 0.00
0.00 0.00 -0.01
0.10 -0.33 -0.18
-0.04 -0.03 0.03
-0.04 0.02 0.02
0.00 0.05 0.02
0.00 0.00 0.02
0.00 0.00 0.00
0.03 -0.03 0.02
0.00 0.05 0.04
-0.09 0.22 0.05
0.00 0.00 0.00
0.00 0.00 0.00
0.00 0.00 0.00
-0.03 0.00 -0.01
0.00 -0.03 0.01
0.11 0.00 -0.04
-0.01 0.00 0.01
0.00 -0.02 -0.01
-0.03 -0.03 0.01

Results
electronic energy = -3239.15275 Eh
max |F| = 2.90 eV/Å
HOMO level = -8.8 eV
SMILES = CCNc1c(COc2cc(C)ccc2C(C)C)c(F)c2c(c1CC(=O)OC(C)=O)C(=O)C(N)=C(ON=O)C2=O.CC#N.CC#N.CC#N.CC#N.CC#N.CC#N.CC#N.CC#N.CC#N.CC#N
frontier orbital gap = 7.04 eV



Formula: C6H6N2
Source: the Open Molecules 2025 dataset
Level of theory: wB97M-V/def2-TZVPD

Each line ends with the natural charge from an NBO analysis.
CARTESIAN COORDINATES (ANGSTROEM)
C 3.355 0.059 0.129  -0.236
C 2.138 -0.432 -0.168  -0.343
C 1.034 0.449 -0.103  0.027
C -0.286 0.089 -0.246  -0.252
C -0.950 -1.072 0.023  -0.011
C -1.240 1.111 0.034  -0.025
H 4.293 -0.441 0.187  0.208
H 3.415 1.291 0.478  0.200
H 2.008 -1.471 -0.317  0.234
H 0.873 1.690 0.648  0.244
H -0.388 -2.051 0.171  0.203
H -1.069 2.225 -0.317  0.215
N -2.244 -0.907 0.177  -0.234
N -2.534 0.554 -0.017  -0.229

Atomic forces in eV per Å
-0.68 4.17 1.19
2.23 1.51 0.88
-3.25 2.85 2.67
3.18 3.43 1.74
-1.70 -4.32 -0.38
-5.67 1.13 -3.38
0.34 -0.62 -0.07
-0.15 -3.80 -1.29
-0.33 -0.89 -0.56
1.81 -3.66 -2.94
-1.35 1.14 -0.23
-0.53 -2.24 1.23
0.81 1.35 -0.31
5.28 -0.05 1.44

Results
electronic energy = -341.51152 Eh
max |F| = 6.70 eV/Å
energy above the lowest of the compared OMol25 structures with the same formula, charge and spin = 132.4 kcal/mol
HOMO level = -9.5 eV
frontier orbital gap = 7.94 eV



Formula: C24H51N3O7S3
Source: the Open Molecules 2025 dataset
Level of theory: wB97M-V/def2-TZVPD

Each line ends with the Löwdin charge.
CARTESIAN COORDINATES (ANGSTROEM)
C -31.732 26.358 37.501  -0.052
C -32.973 26.835 36.901  -0.248
N -33.961 27.203 36.451  0.171
H -31.439 25.426 37.017  0.091
H -31.813 26.240 38.579  0.082
H -30.948 27.067 37.232  0.084
C -39.659 26.524 44.492  -0.096
C -40.915 26.594 45.213  -0.292
N -41.891 26.614 45.826  0.125
H -38.850 26.980 45.065  0.073
H -39.692 26.946 43.490  0.063
H -39.344 25.482 44.426  0.065
C -37.356 21.828 45.345  -0.061
C -38.000 22.352 44.087  -0.248
N -38.530 22.804 43.169  0.137
H -37.133 20.764 45.309  0.076
H -38.073 21.952 46.158  0.077
H -36.501 22.442 45.623  0.075
C -34.500 23.326 40.538  -0.252
S -34.541 21.674 39.698  0.832
O -33.245 21.650 38.906  -0.593
C -34.202 20.518 41.144  -0.241
H -33.588 23.374 41.136  0.045
H -35.383 23.439 41.166  0.039
H -34.383 24.118 39.800  0.035
H -35.095 20.526 41.771  0.032
H -33.393 20.918 41.757  0.042
H -33.902 19.513 40.856  0.048
C -36.877 23.506 33.871  -0.252
S -35.499 22.819 34.882  0.830
O -34.222 23.018 34.086  -0.575
C -35.486 24.124 36.140  -0.274
H -37.042 22.969 32.940  0.050
H -36.561 24.531 33.669  0.039
H -37.784 23.626 34.464  0.032
H -35.212 25.101 35.736  0.026
H -34.731 23.945 36.905  0.040
H -36.470 24.281 36.582  0.027
C -43.722 24.497 41.499  -0.275
S -42.116 25.281 41.233  0.828
O -41.333 25.050 42.505  -0.573
C -41.579 24.021 40.023  -0.247
H -44.253 24.706 40.568  0.046
H -44.295 24.921 42.322  0.056
H -43.684 23.419 41.653  0.060
H -41.571 23.056 40.532  0.060
H -40.600 24.336 39.667  0.030
H -42.324 23.878 39.241  0.053
C -38.420 25.992 40.706  -0.016
C -37.440 25.863 39.535  -0.469
O -37.161 24.805 38.983  0.038
C -36.805 27.160 39.128  -0.036
H -37.911 26.756 41.298  0.074
H -38.508 25.050 41.245  0.068
H -39.389 26.350 40.361  0.075
H -36.405 27.163 38.114  0.053
H -35.971 27.474 39.757  0.095
H -37.611 27.896 39.159  0.080
C -38.388 31.259 42.980  -0.013
C -37.326 30.327 42.468  -0.490
O -37.313 29.920 41.310  0.029
C -36.309 29.820 43.453  -0.020
H -38.362 32.160 42.367  0.090
H -38.185 31.567 44.004  0.076
H -39.365 30.781 42.921  0.092
H -36.093 30.576 44.208  0.079
H -35.361 29.520 43.008  0.083
H -36.754 28.924 43.890  0.085
C -35.320 32.512 39.527  -0.022
C -34.881 31.986 38.159  -0.467
O -34.814 32.736 37.195  0.053
C -34.481 30.518 38.042  -0.026
H -34.602 32.170 40.273  0.075
H -36.367 32.266 39.692  0.078
H -35.193 33.594 39.500  0.078
H -35.369 29.886 38.080  0.061
H -33.844 30.273 38.893  0.075
H -33.892 30.334 37.145  0.079
C -37.205 28.744 35.987  -0.023
C -37.461 27.433 35.227  -0.491
O -37.025 27.319 34.111  0.061
C -38.511 26.451 35.728  -0.005
H -37.732 28.748 36.941  0.058
H -37.577 29.493 35.290  0.093
H -36.135 28.884 36.134  0.048
H -38.246 26.161 36.747  0.057
H -38.629 25.581 35.089  0.065
H -39.393 27.088 35.821  0.091

Atomic forces in eV per Å
0.29 0.09 -0.71
-0.07 -0.14 0.31
-0.11 0.13 0.02
-0.17 -0.17 0.22
-0.02 0.01 -0.10
0.03 0.10 0.32
0.86 -0.39 0.16
-0.65 0.03 0.34
0.54 0.08 -0.36
-0.22 0.40 0.08
-0.24 -0.06 0.09
-0.32 -0.10 -0.34
-0.98 0.60 -0.43
0.39 -0.31 0.80
0.39 -0.24 0.34
0.22 0.15 -0.35
-0.14 0.04 -0.09
0.17 -0.21 -0.29
0.42 -0.88 0.50
1.99 -0.20 -0.20
-1.26 0.07 0.54
-0.24 1.38 0.35
-0.03 -0.25 0.16
-0.05 0.16 -0.14
-0.53 -0.32 -0.33
-0.12 -0.27 -0.10
0.11 0.23 -0.23
-0.37 0.17 -0.58
0.60 1.02 0.57
0.92 0.39 -0.59
-1.29 -0.21 0.58
-0.26 0.78 -0.10
0.15 -0.23 0.24
0.08 -0.01 -0.37
-0.04 -0.56 0.06
0.05 -0.19 -0.64
-0.17 -0.60 0.00
0.01 -0.48 0.22
-0.56 0.20 -0.50
0.05 -1.14 1.28
-0.25 0.33 -1.12
-0.35 -0.04 0.46
-0.25 -0.12 0.03
0.38 0.34 0.02
0.45 0.02 -0.04
0.50 0.14 0.28
-0.07 -0.30 -0.17
0.15 0.58 -0.25
1.23 -0.27 -0.59
0.30 -1.27 -0.38
-0.49 0.95 0.69
-0.24 0.37 -0.76
-0.58 0.09 0.50
-0.15 0.06 -0.01
0.03 0.14 0.07
-0.03 -0.44 -0.02
-0.28 -0.03 0.42
0.30 0.41 0.25
0.28 0.31 0.15
0.37 -0.96 -1.42
-0.17 0.61 1.10
0.25 0.22 0.08
-0.26 -0.07 -0.14
-0.13 -0.12 0.03
-0.01 0.10 -0.11
-0.15 -0.23 0.24
-0.20 0.01 -0.34
0.02 0.07 0.38
0.77 0.42 -0.85
0.25 0.56 -0.98
-0.14 -0.77 0.97
0.23 0.58 0.36
-0.52 -0.45 0.30
0.15 -0.25 0.41
-0.31 0.03 -0.13
0.04 -0.07 -0.01
-0.14 -0.16 0.14
-0.34 0.07 -0.15
-0.21 -1.04 -0.18
-0.62 0.32 -0.54
0.59 -0.29 -0.31
0.82 0.86 0.90
-0.01 0.30 -0.06
0.01 0.27 0.30
-0.03 -0.05 -0.06
-0.11 -0.24 0.04
-0.09 0.27 -0.08
-0.39 -0.38 -0.13

Results
electronic energy = -2830.39191 Eh
max |F| = 2.01 eV/Å
HOMO level = -8.2 eV
frontier orbital gap = 8.18 eV